Entry 1
Formula: C45H63N3P2S5SbSiTi
Source: OMol25
Level of theory: ωB97M-V with the def2-TZVPD basis set

Calculated values
- orbital gap (alpha / beta) (eV) = 4.84 / 4.84
- HOMO energy (alpha / beta) (eV) = -1.027 / -1.034

```
! RIJCOSX wB97M-V def2-TZVPD def2/J DEFGRID3
* xyz -2 2
Ti 0.97 -0.71 0.31
C 4.79 3.30 1.36
S 5.16 1.85 0.35
C 3.65 0.92 0.55
S 3.07 0.04 -0.83
N 3.13 0.96 1.73
N 1.94 0.25 1.77
C 1.46 -0.03 2.98
C 0.24 -0.72 3.03
C -0.40 -1.14 4.21
C -1.63 -1.71 4.13
C -2.26 -1.86 2.87
C -1.58 -1.49 1.75
N -0.33 -0.96 1.80
H 5.73 3.83 1.52
H 4.37 2.97 2.31
H 4.08 3.95 0.84
H 2.03 0.21 3.87
H 0.09 -0.99 5.16
H -2.13 -2.04 5.03
H -3.24 -2.30 2.77
H -2.01 -1.58 0.76
C 1.16 2.94 -0.52
Si -0.11 1.50 -0.72
C -0.18 1.20 -2.62
C 0.81 1.70 -3.47
C 0.80 1.46 -4.84
C -0.22 0.70 -5.39
C -1.21 0.19 -4.56
C -1.22 0.44 -3.19
P -2.53 -0.22 -2.08
C -3.98 0.92 -2.37
C -4.09 1.69 -3.68
C -5.19 2.75 -3.58
C -6.54 2.14 -3.19
C -6.42 1.32 -1.90
C -5.32 0.27 -2.04
C -2.87 -1.86 -2.91
C -3.17 -2.93 -1.85
C -3.06 -4.33 -2.45
C -3.99 -4.49 -3.65
C -3.73 -3.39 -4.69
C -3.89 -2.01 -4.05
C -1.65 2.70 -0.58
C -1.91 3.54 -1.67
C -2.81 4.59 -1.61
C -3.49 4.85 -0.42
C -3.25 4.03 0.68
C -2.36 2.95 0.61
P -2.03 1.84 2.04
C -3.55 2.02 3.09
C -4.78 1.61 2.27
C -6.07 1.80 3.07
C -5.94 1.33 4.53
C -4.75 0.37 4.67
C -3.44 1.10 4.34
C -0.72 2.86 2.89
C -0.48 2.45 4.35
C 0.89 2.97 4.81
C 1.26 4.31 4.16
C 0.00 5.11 3.86
C -0.88 4.39 2.81
H 0.75 3.90 -0.85
H 1.41 3.03 0.55
H 2.09 2.74 -1.05
H 1.64 2.27 -3.04
H 1.59 1.85 -5.47
H -0.24 0.49 -6.45
H -2.00 -0.41 -5.00
H -3.81 1.66 -1.58
H -3.14 2.17 -3.93
H -4.32 1.00 -4.50
H -4.90 3.49 -2.82
H -5.28 3.29 -4.53
H -7.28 2.94 -3.06
H -6.90 1.50 -4.00
H -6.18 2.00 -1.07
H -7.38 0.84 -1.67
H -5.25 -0.33 -1.12
H -5.61 -0.41 -2.85
H -1.88 -2.10 -3.30
H -2.46 -2.85 -1.02
H -4.18 -2.76 -1.44
H -2.03 -4.50 -2.75
H -3.28 -5.08 -1.69
H -3.86 -5.48 -4.10
H -5.04 -4.42 -3.32
H -2.71 -3.50 -5.07
H -4.41 -3.49 -5.54
H -3.79 -1.23 -4.80
H -4.90 -1.95 -3.64
H -1.38 3.36 -2.60
H -2.99 5.20 -2.48
H -4.18 5.68 -0.34
H -3.78 4.25 1.60
H -3.67 3.06 3.43
H -4.85 2.17 1.33
H -4.67 0.56 1.98
H -6.34 2.86 3.05
H -6.89 1.26 2.57
H -5.77 2.18 5.19
H -6.86 0.85 4.86
H -4.70 -0.02 5.69
H -4.89 -0.49 4.01
H -3.15 1.69 5.21
H -2.65 0.35 4.19
H 0.17 2.57 2.33
H -1.27 2.88 4.97
H -0.53 1.37 4.46
H 0.89 3.07 5.90
H 1.65 2.22 4.57
H 1.93 4.88 4.80
H 1.80 4.13 3.22
H -0.57 5.24 4.79
H 0.25 6.11 3.50
H -1.92 4.67 2.96
H -0.60 4.72 1.81
S 1.18 -5.87 -0.66
Sb 0.54 -3.85 0.29
S 2.41 -2.69 1.23
S 0.41 -2.12 -1.51
*
```

=====

Entry 2
Formula: C45H63N3P2S5SbSiTi
Source: OMol25
Level of theory: ωB97M-V with the def2-TZVPD basis set

Calculated values
- orbital gap (alpha / beta) (eV) = 4.50 / 5.39
- HOMO energy (alpha / beta) (eV) = -0.652 / -1.543

```
! RIJCOSX wB97M-V def2-TZVPD def2/J DEFGRID3
* xyz -2 2
Ti 0.26 -1.33 -3.72
C 5.26 0.49 -5.10
S 5.21 -1.02 -4.10
C 3.48 -1.22 -3.80
S 2.32 -0.40 -4.77
N 3.23 -2.02 -2.82
N 1.89 -2.23 -2.64
C 1.59 -3.15 -1.74
C 0.24 -3.41 -1.52
C -0.27 -4.42 -0.66
C -1.61 -4.68 -0.64
C -2.47 -3.94 -1.49
C -1.93 -2.95 -2.26
N -0.62 -2.63 -2.26
H 6.31 0.69 -5.27
H 4.74 0.34 -6.04
H 4.80 1.32 -4.56
H 2.38 -3.69 -1.23
H 0.43 -4.98 -0.05
H -2.00 -5.45 0.01
H -3.53 -4.14 -1.53
H -2.56 -2.35 -2.91
C 1.32 2.32 -3.25
Si 0.31 1.12 -2.14
C -1.40 2.06 -2.14
C -1.70 2.88 -3.24
C -2.87 3.62 -3.32
C -3.81 3.56 -2.30
C -3.55 2.74 -1.21
C -2.38 1.99 -1.12
P -2.09 0.86 0.29
C -2.87 1.77 1.73
C -2.39 3.24 1.73
C -2.25 3.81 3.15
C -3.31 3.23 4.07
C -3.08 1.72 4.25
C -2.38 1.11 3.03
C -3.20 -0.57 -0.20
C -3.42 -1.60 0.92
C -4.63 -1.31 1.81
C -5.90 -1.12 0.97
C -5.70 -0.02 -0.06
C -4.51 -0.34 -0.96
C 0.98 1.88 -0.44
C 0.74 3.26 -0.27
C 1.17 3.96 0.85
C 1.88 3.30 1.84
C 2.16 1.95 1.69
C 1.71 1.23 0.57
P 2.19 -0.52 0.28
C 4.02 -0.38 0.53
C 4.62 0.48 -0.58
C 6.12 0.71 -0.35
C 6.82 -0.55 0.20
C 6.03 -1.80 -0.15
C 4.66 -1.79 0.53
C 1.70 -1.47 1.81
C 0.19 -1.73 1.81
C -0.20 -2.75 2.87
C 0.27 -2.31 4.26
C 1.77 -2.03 4.27
C 2.14 -1.00 3.20
H 1.14 3.37 -3.00
H 1.11 2.17 -4.31
H 2.38 2.11 -3.11
H -1.00 2.94 -4.05
H -3.06 4.24 -4.19
H -4.72 4.13 -2.35
H -4.29 2.67 -0.42
H -3.96 1.74 1.71
H -3.09 3.85 1.16
H -1.43 3.31 1.22
H -2.32 4.90 3.11
H -1.26 3.58 3.55
H -4.30 3.40 3.63
H -3.32 3.73 5.04
H -4.04 1.21 4.42
H -2.47 1.54 5.14
H -2.52 0.03 3.02
H -1.30 1.27 3.09
H -2.51 -1.04 -0.91
H -2.52 -1.70 1.53
H -3.57 -2.58 0.45
H -4.47 -0.41 2.40
H -4.77 -2.13 2.52
H -6.75 -0.89 1.62
H -6.13 -2.06 0.46
H -5.53 0.93 0.45
H -6.60 0.10 -0.67
H -4.37 0.42 -1.73
H -4.73 -1.28 -1.50
H 0.19 3.79 -1.03
H 0.96 5.01 0.94
H 2.24 3.83 2.72
H 2.76 1.45 2.44
H 4.24 0.11 1.49
H 4.11 1.44 -0.64
H 4.46 -0.02 -1.53
H 6.26 1.54 0.34
H 6.58 1.00 -1.30
H 6.90 -0.48 1.30
H 7.84 -0.62 -0.18
H 6.58 -2.70 0.13
H 5.89 -1.85 -1.24
H 4.75 -2.14 1.56
H 4.00 -2.49 0.01
H 2.19 -2.44 1.62
H -0.13 -2.06 0.82
H -0.32 -0.78 2.00
H 0.26 -3.71 2.62
H -1.28 -2.91 2.87
H 0.02 -3.06 5.01
H -0.26 -1.39 4.54
H 2.31 -2.97 4.07
H 2.09 -1.69 5.25
H 3.22 -0.80 3.23
H 1.63 -0.06 3.43
S -0.56 -0.85 -8.27
Sb -1.56 -1.84 -6.48
S -1.44 -0.14 -4.58
S 0.15 -3.09 -5.25
*
```

=====

Last place for stability: entry 1

=====

Entry 1
Formula: C6H13O2
Source: OMol25
Level of theory: ωB97M-V with the def2-TZVPD basis set

Calculated values
- orbital gap (eV) = 6.34
- HOMO energy (eV) = -2.769

```
! RIJCOSX wB97M-V def2-TZVPD def2/J DEFGRID3
* xyz -1 1
C 0.77 1.31 1.44
O 0.42 2.53 1.81
C 1.28 1.28 -0.08
C 1.43 -0.11 -0.75
C 0.14 -0.78 -1.10
C -0.18 -1.96 -1.65
C -1.57 -2.43 -1.39
H 0.04 0.52 1.35
H 1.38 0.81 2.21
H 0.57 1.87 -0.72
H 2.30 1.74 -0.14
H 2.11 -0.02 -1.58
H 2.13 -0.64 -0.06
H -0.70 -0.19 -0.63
H 0.36 -2.60 -2.30
H -1.45 -3.16 -0.61
H -1.99 -2.81 -2.34
H -2.36 -1.74 -1.01
H -0.91 2.65 2.44
H -1.92 1.52 2.88
O -1.85 2.21 2.23
*
```

=====

Entry 2
Formula: C6H13O2
Source: OMol25
Level of theory: ωB97M-V with the def2-TZVPD basis set

Calculated values
- orbital gap (eV) = 7.31
- HOMO energy (eV) = -3.809

```
! RIJCOSX wB97M-V def2-TZVPD def2/J DEFGRID3
* xyz -1 1
C -0.08 0.07 -2.34
C -1.17 -0.96 -2.72
C -0.27 1.59 -2.67
O -0.32 1.87 -3.89
O -0.31 2.36 -1.68
H 0.32 -0.17 -1.33
H 0.77 -0.03 -3.03
H -1.06 -1.60 -3.57
H -2.04 -0.34 -2.92
H -1.34 -1.65 -1.86
C -0.11 -0.34 2.68
C 0.56 1.06 2.89
C 0.77 -1.18 1.75
H -1.02 -0.08 2.13
H -0.20 -0.84 3.66
H 1.31 1.23 2.09
H -0.03 1.93 2.58
H 0.51 -2.24 1.74
H 1.09 1.18 3.84
H 1.84 -1.15 1.91
H 0.79 -0.71 0.74
*
```

=====

Last place for stability: entry 1

=====

Entry 1
Formula: C4H4OS
Source: OMol25
Level of theory: ωB97M-V with the def2-TZVPD basis set

Calculated values
- orbital gap (alpha / beta) (eV) = 6.53 / 8.16
- HOMO energy (alpha / beta) (eV) = -7.195 / -8.175

```
! RIJCOSX wB97M-V def2-TZVPD def2/J DEFGRID3
* xyz 0 1
C -1.02 -0.94 -0.60
C 0.16 -0.56 -0.96
C -0.50 0.89 1.31
C 0.92 0.39 0.00
O 0.12 1.51 0.32
S 0.69 -0.31 1.69
H -1.58 -1.75 -1.19
H 0.78 -0.79 -1.86
H -1.53 0.88 1.50
H 1.96 0.68 -0.21
*
```

=====

Entry 2
Formula: C4H4OS
Source: OMol25
Level of theory: ωB97M-V with the def2-TZVPD basis set

Calculated values
- orbital gap (eV) = 8.45
- SMILES = C1=CSC=CO1
- HOMO energy (eV) = -7.575

```
! RIJCOSX wB97M-V def2-TZVPD def2/J DEFGRID3
* xyz 0 1
C -1.06 0.40 -0.69
C -0.16 -0.16 -1.48
C 1.16 -0.45 0.78
C 0.18 0.28 1.30
H -2.02 0.78 -0.97
H -0.53 -0.20 -2.48
H 1.91 -0.80 1.45
H 0.08 0.35 2.41
O -0.94 0.69 0.65
S 1.39 -0.88 -0.96
*
```

=====

Entry 3
Formula: C4H4OS
Source: OMol25
Level of theory: ωB97M-V with the def2-TZVPD basis set

Calculated values
- orbital gap (eV) = 7.52
- SMILES = C=C(C=O)C=S
- HOMO energy (eV) = -8.802

```
! RIJCOSX wB97M-V def2-TZVPD def2/J DEFGRID3
* xyz 0 1
C 0.88 -1.20 -0.24
C 0.00 -0.19 -0.02
C 0.09 0.67 1.22
C -0.96 0.49 -0.90
H 1.67 -1.41 0.42
H 0.73 -1.88 -1.09
H 0.77 0.42 2.02
H -1.31 1.39 -0.40
O -0.39 1.76 1.32
S -1.48 -0.05 -2.33
*
```

=====

Last place for stability: entry 1

=====

Entry 1
Formula: C3H4N2OS2
Source: OMol25
Level of theory: ωB97M-V with the def2-TZVPD basis set

Calculated values
- orbital gap (eV) = 8.05
- SMILES = C=NS/C(C=O)=N/S
- HOMO energy (eV) = -8.709

```
! RIJCOSX wB97M-V def2-TZVPD def2/J DEFGRID3
* xyz 0 1
C -0.12 -0.37 -0.07
C -0.44 2.66 0.71
C -0.09 -1.93 -0.08
H 3.23 0.72 -0.80
H -0.64 3.66 0.91
H 0.37 2.37 0.05
H 0.94 -2.34 -0.32
N 0.94 0.32 -0.40
N -1.49 1.94 1.00
O -0.99 -2.71 0.16
S 2.27 -0.29 -1.25
S -1.54 0.24 0.71
*
```

=====

Entry 2
Formula: C3H4N2OS2
Source: OMol25
Level of theory: ωB97M-V with the def2-TZVPD basis set

Calculated values
- orbital gap (eV) = 9.03
- SMILES = N/N=C1/SCC(=O)S1
- HOMO energy (eV) = -8.557

```
! RIJCOSX wB97M-V def2-TZVPD def2/J DEFGRID3
* xyz 0 1
C 0.28 -0.20 -0.93
C -0.88 -1.12 1.31
C -0.60 0.48 1.60
H 1.88 1.49 -1.74
H 2.64 0.04 -2.79
H -0.14 -1.67 2.01
H -1.88 -1.40 1.76
N 1.75 0.57 -2.40
N 1.06 -0.43 -1.90
O -0.93 0.94 2.63
S -0.97 -1.30 -0.41
S 0.51 1.17 0.28
*
```

=====

Last place for stability: entry 1

=====

Entry 1
Formula: C2H10O4
Source: OMol25
Level of theory: ωB97M-V with the def2-TZVPD basis set

Calculated values
- orbital gap (eV) = 9.11
- SMILES = C=CO.O.O.O
- HOMO energy (eV) = -8.626

```
! RIJCOSX wB97M-V def2-TZVPD def2/J DEFGRID3
* xyz 0 1
C 3.07 -0.90 0.67
C 2.27 0.11 0.21
O 0.89 -0.20 0.04
H 4.11 -0.86 0.48
H 2.57 -1.82 1.02
H 2.52 1.14 -0.12
H 0.44 0.66 -0.05
H -1.59 1.84 -0.11
H -0.67 2.92 0.54
O -0.66 2.12 0.07
H -0.41 -1.85 -0.83
H -1.36 -2.81 -0.56
O -1.15 -2.19 -1.25
H -3.70 0.82 0.65
H -3.28 0.22 -0.76
O -3.05 0.79 -0.01
*
```

=====

Entry 2
Formula: C2H10O4
Source: OMol25
Level of theory: ωB97M-V with the def2-TZVPD basis set

Calculated values
- orbital gap (eV) = 9.15
- SMILES = C=CO.O.O.O
- HOMO energy (eV) = -8.483

```
! RIJCOSX wB97M-V def2-TZVPD def2/J DEFGRID3
* xyz 0 1
C -0.64 -0.14 -2.63
C -0.34 0.49 -1.48
O -1.24 0.53 -0.46
H 0.17 -0.30 -3.31
H -1.65 -0.40 -2.92
H 0.46 1.21 -1.45
H -0.92 1.14 0.23
H 0.80 1.69 1.74
H -0.33 2.45 2.49
O -0.11 2.02 1.65
H -0.29 -2.96 0.77
H -0.89 -1.86 -0.15
O -0.06 -2.15 0.31
H 2.44 -0.60 1.92
H 1.06 -0.85 1.35
O 1.53 -0.25 1.94
*
```

=====

Last place for stability: entry 1

=====

Entry 1
Formula: C5H14N3O
Source: OMol25
Level of theory: ωB97M-V with the def2-TZVPD basis set

Calculated values
- orbital gap (alpha / beta) (eV) = 8.27 / 8.27
- HOMO energy (alpha / beta) (eV) = -12.095 / -12.096

```
! RIJCOSX wB97M-V def2-TZVPD def2/J DEFGRID3
* xyz 1 1
C -0.86 -1.93 -0.57
C 1.85 -0.83 -0.41
C 0.98 1.40 -0.26
C 0.73 -0.21 1.64
C -0.49 -0.49 -0.52
N -3.05 0.54 -0.31
N -2.08 0.43 0.43
N 0.74 -0.01 0.18
O -0.34 -2.70 0.20
H -1.64 -2.24 -1.34
H 1.75 -1.89 -0.16
H 1.81 -0.80 -1.50
H 2.89 -0.51 -0.28
H 1.34 2.05 0.59
H 1.89 1.49 -0.91
H 0.15 1.88 -0.64
H -0.35 0.00 2.04
H 1.01 -1.29 1.72
H 1.49 0.45 1.96
H -0.67 0.11 -1.47
H -3.28 1.48 -0.79
H -3.93 -0.12 -0.24
H -2.26 -0.32 1.19
*
```

=====

Entry 2
Formula: C5H14N3O
Source: OMol25
Level of theory: ωB97M-V with the def2-TZVPD basis set

Calculated values
- orbital gap (alpha / beta) (eV) = 8.61 / 8.61
- HOMO energy (alpha / beta) (eV) = -13.678 / -13.678

```
! RIJCOSX wB97M-V def2-TZVPD def2/J DEFGRID3
* xyz 1 1
C 2.22 0.95 -0.31
C -3.13 -0.22 -1.06
C -1.69 1.13 0.58
C 1.35 -1.86 1.65
C -1.86 -0.08 -0.32
N 2.23 0.17 0.84
N 3.49 1.13 -0.84
N 1.37 -0.73 0.75
O -0.92 -0.79 -0.46
H 1.92 2.03 0.07
H -3.31 0.61 -1.76
H -3.16 -1.22 -1.50
H -4.07 -0.26 -0.45
H -0.91 0.83 1.28
H -2.52 1.53 1.05
H -1.23 1.86 -0.11
H 1.99 -1.83 2.58
H 0.35 -2.16 1.86
H 1.79 -2.78 1.12
H 1.46 0.76 -1.10
H 3.99 1.92 -0.68
H 4.02 0.28 -1.04
H 0.67 -0.88 -0.01
*
```

=====

Last place for stability: entry 1

=====

Entry 1
Formula: C2H8P2S2
Source: OMol25
Level of theory: ωB97M-V with the def2-TZVPD basis set

Calculated values
- orbital gap (eV) = 8.64
- HOMO energy (eV) = -8.666

```
! RIJCOSX wB97M-V def2-TZVPD def2/J DEFGRID3
* xyz 0 1
C 1.13 0.12 0.21
C -0.43 -0.83 -0.95
P 0.19 1.28 1.13
P -1.03 0.06 -2.45
S -2.84 -0.39 -2.97
S 1.38 1.29 2.88
H 1.91 0.69 -0.27
H 1.41 -0.82 0.70
H -0.26 -1.88 -1.25
H -1.25 -0.70 -0.30
H 0.77 2.33 0.48
H -0.18 -0.40 -3.39
H -0.67 1.35 -2.36
H 0.65 0.68 3.76
*
```

=====

Entry 2
Formula: C2H8P2S2
Source: OMol25
Level of theory: ωB97M-V with the def2-TZVPD basis set

Calculated values
- orbital gap (eV) = 8.73
- SMILES = S=[PH2]CCPS
- HOMO energy (eV) = -8.379

```
! RIJCOSX wB97M-V def2-TZVPD def2/J DEFGRID3
* xyz 0 1
C -0.81 0.00 0.80
C 0.91 -0.10 1.04
P -1.02 1.01 -0.69
P 1.70 -0.51 -0.54
S 3.36 -1.47 -0.26
S -3.13 0.85 -0.87
H -1.48 0.36 1.64
H -1.04 -1.09 0.46
H 1.50 0.77 1.46
H 1.15 -0.98 1.58
H -1.08 2.21 -0.06
H 2.22 0.23 -1.50
H 0.58 -1.25 -1.24
H -2.85 -0.03 -1.83
*
```

=====

Last place for stability: entry 1

=====

Entry 1
Formula: H5NO
Source: OMol25
Level of theory: ωB97M-V with the def2-TZVPD basis set

Calculated values
- orbital gap (eV) = 10.08
- SMILES = N.O
- HOMO energy (eV) = -9.287

```
! RIJCOSX wB97M-V def2-TZVPD def2/J DEFGRID3
* xyz 0 1
H 1.36 0.45 -0.02
H 1.07 2.02 0.42
H -0.22 0.81 0.30
H -1.32 -1.91 0.33
H -0.73 -1.40 -0.99
N 0.66 1.22 -0.03
O -0.84 -1.18 0.01
*
```

=====

Entry 2
Formula: H5NO
Source: OMol25
Level of theory: ωB97M-V with the def2-TZVPD basis set

Calculated values
- orbital gap (eV) = 10.51
- SMILES = N.O
- HOMO energy (eV) = -9.742

```
! RIJCOSX wB97M-V def2-TZVPD def2/J DEFGRID3
* xyz 0 1
N -1.45 0.36 0.61
H -0.45 0.48 0.46
H -1.83 -0.11 -0.22
H -1.55 -0.30 1.39
O 1.59 -0.28 -0.41
H 1.69 0.66 -0.70
H 2.00 -0.80 -1.14
*
```

=====

Last place for stability: entry 1

=====

Entry 1
Formula: C3H7BrNO
Source: OMol25
Level of theory: ωB97M-V with the def2-TZVPD basis set

Calculated values
- orbital gap (eV) = 10.57
- SMILES = C=C(Br)[C@H]([NH3+])O
- HOMO energy (eV) = -14.261

```
! RIJCOSX wB97M-V def2-TZVPD def2/J DEFGRID3
* xyz 1 1
C 1.60 0.05 1.61
C 0.99 0.13 0.47
C -0.77 0.33 0.08
N -1.13 -0.83 -0.82
O -0.98 1.39 -0.67
Br 1.99 0.09 -1.36
H 2.65 0.17 1.88
H 1.17 -0.02 2.58
H -1.38 0.34 0.97
H -0.55 -0.73 -1.66
H -1.21 -1.86 -0.49
H -2.02 -0.55 -1.16
H -0.37 1.49 -1.43
*
```

=====

Entry 2
Formula: C3H7BrNO
Source: OMol25
Level of theory: ωB97M-V with the def2-TZVPD basis set

Calculated values
- orbital gap (alpha / beta) (eV) = 7.01 / 7.01
- HOMO energy (alpha / beta) (eV) = -13.725 / -13.726

```
! RIJCOSX wB97M-V def2-TZVPD def2/J DEFGRID3
* xyz 1 1
C -0.99 -0.29 -0.13
C -0.81 1.11 0.53
C 1.40 -0.14 -0.78
N 0.39 -0.76 -0.01
O 0.11 1.74 -0.18
Br 2.96 0.31 -0.03
H -1.72 -0.87 0.33
H -1.07 -0.11 -1.21
H -1.92 1.49 0.39
H -0.75 1.06 1.64
H 1.03 0.35 -1.69
H 0.44 -0.69 1.05
H 0.40 -1.89 -0.22
*
```

=====

Last place for stability: entry 2